Molecular formula: C19H34N2O9S2
Method: DFT, ωB97M-V with the def2-TZVPD basis set

Structure (ORCA input):
```
! RIJCOSX wB97M-V def2-TZVPD def2/J DEFGRID3
* xyz 0 1
O 2.03680 3.94090 1.50052
S 1.84591 3.11957 0.35052
O 2.36326 3.55031 -0.89451
O 2.31199 1.63113 0.64512
C 1.33849 1.13480 1.58176
C -0.01019 1.53500 0.96680
C -0.46062 0.53457 -0.08640
C -1.54314 -0.42679 0.40310
C -1.67715 -1.71478 -0.44460
C -1.25540 -1.61060 -1.92070
C 0.13267 -2.24747 -2.18824
C 1.21940 -1.31598 -2.76800
C 2.40431 -1.04509 -1.83064
S 3.86166 -2.11767 -2.02718
C 3.33140 -3.53583 -1.16513
N 3.73957 -3.99769 -0.03191
N 3.00720 -5.14749 0.21068
C 2.21492 -5.28303 -0.79182
O 2.36647 -4.31840 -1.71798
O 0.31026 2.77119 0.23344
H 1.44491 0.06257 1.70661
H 1.53195 1.62569 2.53533
H -0.77347 1.78788 1.69460
H 0.39183 -0.03938 -0.44638
H -0.83565 1.08705 -0.94558
H -2.49969 0.09789 0.42755
H -1.33561 -0.72873 1.43429
H -1.10545 -2.50935 0.03134
H -2.72229 -2.02131 -0.39486
H -1.98682 -2.17128 -2.50277
H -1.29558 -0.59064 -2.29959
H 0.00140 -3.08174 -2.87464
H 0.48581 -2.68705 -1.25705
H 1.62222 -1.76198 -3.67654
H 0.77432 -0.36227 -3.05353
H 2.12066 -1.05484 -0.78008
H 2.80649 -0.05143 -2.03279
H 1.47177 -6.03914 -0.96828
O -1.14984 5.81138 -2.90464
C -0.59373 6.55522 -2.14592
O -1.02533 7.83483 -2.07297
C -0.55566 8.75423 -1.08539
C 0.72479 9.44318 -1.50936
C 0.60473 6.12568 -1.33295
H -0.45469 8.26219 -0.11724
H -1.35653 9.48544 -0.98583
H 1.54223 8.73212 -1.62749
H 1.02032 10.18466 -0.76650
H 0.58089 9.94476 -2.46618
H 1.50512 6.24762 -1.93228
H 0.48982 5.07848 -1.08696
H 0.71945 6.67048 -0.39861
O -0.68570 -4.47165 0.96353
C -1.18116 -5.01573 1.91402
O -2.49323 -5.30403 1.87268
C -3.14997 -6.09561 2.86899
C -3.60002 -5.26319 4.05072
C -0.38487 -5.30835 3.16351
H -2.52018 -6.93329 3.17007
H -4.01361 -6.51763 2.35856
H -2.75426 -4.81735 4.57441
H -4.15377 -5.88025 4.75827
H -4.24601 -4.45264 3.71411
H -0.39774 -4.42159 3.79639
H 0.64172 -5.50997 2.86801
H -0.74735 -6.15758 3.73659
*
```

Computed properties:
**LUMO energy**: 0.4 eV
**HOMO energy**: -9.34 eV
**Energy**: -63330.795 eV
**Molecular weight**: 498.62 g/mol

Molecular formula: C5H6MgNaO4
Method: DFT, ωB97M-V with the def2-TZVPD basis set

Structure (ORCA input):
```
! RIJCOSX wB97M-V def2-TZVPD def2/J DEFGRID3
* xyz 2 2
O -2.64196 1.87670 -1.61591
C -2.24831 0.85602 -1.10781
O -2.74427 -0.14914 -0.62647
O -0.72673 0.86807 -1.03784
C -0.11992 -0.10819 -0.53775
C 1.30490 -0.07091 -0.23463
Na -5.00658 3.30120 -2.53195
H -0.71305 -0.99311 -0.25876
H 1.75455 0.86883 -0.57353
H 1.70988 -0.87085 -0.89019
Mg -4.40979 -1.04720 0.09087
C 1.60634 -0.37662 1.26166
C 2.93429 -1.04953 1.48581
O 3.05918 -2.04998 2.15069
H 0.82384 -0.96048 1.76101
H 3.77860 -0.67849 0.86206
H 1.63904 0.58367 1.80273
*
```

Computed properties:
**ΔE to the lowest compared entry with this formula, charge and spin**: 0.00 kJ/mol
**LUMO energy (spin up / spin down)**: -7.8 / -7.8 eV
**HOMO energy (spin up / spin down)**: -14.48 / -15.16 eV
**Energy**: -23317.255 eV
**Molecular weight**: 177.39 g/mol

Molecular formula: C15H29OSSm
Method: DFT, ωB97M-V with the def2-TZVPD basis set

Structure (ORCA input):
```
! RIJCOSX wB97M-V def2-TZVPD def2/J DEFGRID3
* xyz 2 6
C -1.94933 -0.28833 2.39933
H -2.24228 -0.78030 3.32738
H -2.58494 0.58484 2.25445
H -0.96143 0.09100 2.58923
C -2.11883 -1.21365 1.19147
H -1.97586 -0.67676 0.22385
H -1.42736 -2.07867 1.20326
C -3.59658 -1.64479 1.25803
H -3.82866 -2.43403 0.53667
H -3.84668 -2.00295 2.27251
H -4.24490 -0.77837 1.04002
C 1.13847 1.20412 -1.95165
C -0.18608 0.75907 -2.34781
C -1.13282 1.26059 -1.38001
C -0.40245 2.00197 -0.40171
C 0.99676 1.94268 -0.72157
C 2.08920 2.61856 0.04313
C -0.99755 2.88695 0.63867
C -2.62046 1.22927 -1.49474
C -0.46568 -0.28382 -3.36687
C 2.43091 0.70969 -2.50644
Sm 0.42350 -0.34314 -0.43700
H -0.29681 3.08593 1.45608
H -1.26544 3.86188 0.19757
H -1.91038 2.47029 1.08271
H 1.77454 2.80470 1.07998
H 2.99595 2.00287 0.07470
H 2.34538 3.58529 -0.41807
H 2.36892 -0.33503 -2.85645
H 2.75089 1.33037 -3.35929
H 3.23165 0.75986 -1.75060
H -1.50123 -0.64415 -3.29189
H -0.32226 0.11150 -4.38508
H 0.20539 -1.15717 -3.25645
H -3.08119 1.10267 -0.51206
H -3.02186 2.15854 -1.92049
H -2.95565 0.40660 -2.12502
C 3.19439 -1.17660 1.50566
S 2.86330 -2.72120 0.58308
C 2.27032 -3.70421 1.96586
O 1.57781 -2.32118 -0.21168
H 4.19847 -1.27357 1.93566
H 2.45237 -1.05505 2.31386
H 3.19116 -0.31199 0.80824
H 1.68756 -3.08276 2.65870
H 1.63348 -4.49645 1.56295
H 3.11629 -4.16507 2.49186
*
```

Computed properties:
**ΔE to the lowest compared entry with this formula, charge and spin**: 0.00 kJ/mol
**LUMO energy (spin up / spin down)**: -7.7 / -6.8 eV
**HOMO energy (spin up / spin down)**: -15.53 / -15.54 eV
**Energy**: -46796.442 eV
**Molecular weight**: 407.82 g/mol

Molecular formula: C40H30BrN2P2S2W
Method: DFT, ωB97M-V with the def2-TZVPD basis set

Structure (ORCA input):
```
! RIJCOSX wB97M-V def2-TZVPD def2/J DEFGRID3
* xyz 3 1
W -9.86889 -17.03492 13.55236
S -9.44799 -17.43501 15.73982
P -10.41064 -19.31596 15.05831
C -10.55609 -18.94880 13.46908
P -9.76770 -19.51863 12.04243
S -8.48636 -17.82374 11.87378
C -10.87164 -19.48983 10.59588
C -12.16749 -19.96121 10.72888
C -13.01888 -20.07563 9.59009
C -12.49399 -19.62611 8.36236
C -11.38493 -18.80377 8.37479
C -10.58182 -18.71415 9.48121
C -9.03706 -21.07076 12.07867
C -9.69300 -22.36091 12.16065
C -9.03734 -23.57000 11.92449
C -7.64343 -23.47134 11.46745
C -7.00989 -22.25362 11.50866
C -7.68490 -21.07459 11.82749
C -9.53204 -20.78913 15.49269
C -10.25530 -21.95502 15.85081
C -9.53697 -23.05888 16.21746
C -8.11395 -23.04334 16.10986
C -7.42340 -21.87412 15.82447
C -8.15647 -20.80660 15.36871
C -11.99273 -19.18193 15.98806
C -11.97699 -19.78756 17.23729
C -13.07303 -19.59222 18.07502
C -14.17791 -18.87424 17.61794
C -14.20903 -18.37251 16.33918
C -13.07544 -18.41591 15.54848
H -12.57463 -20.30845 11.75430
H -14.02448 -20.50637 9.61954
H -13.00741 -19.80982 7.43821
H -11.10992 -18.20535 7.53196
H -9.68537 -18.00316 9.52112
H -10.74636 -22.37153 12.43926
H -9.55765 -24.53650 11.99176
H -7.09775 -24.39289 11.24595
H -5.93285 -22.22932 11.26188
H -7.08300 -20.16047 11.77135
H -11.36201 -21.94150 15.92596
H -10.08806 -23.89596 16.70093
H -7.67057 -23.98552 16.33052
H -6.36810 -21.83170 15.97322
H -7.73721 -19.82910 14.99485
H -11.06437 -20.16499 17.67730
H -13.03207 -19.90854 19.13591
H -15.07126 -18.70922 18.23953
H -15.00332 -17.78457 15.88787
H -13.07331 -17.96653 14.52626
C -9.75907 -11.72051 13.71756
C -10.61603 -12.85161 13.09354
C -11.24885 -12.89058 11.77661
C -11.78876 -14.15262 11.33054
C -11.72248 -15.24285 12.10499
Br -12.65621 -16.80634 11.52258
N -10.97063 -15.30443 13.25108
C -10.61781 -14.03080 13.81012
H -9.71614 -10.81745 13.07490
H -8.72149 -12.13891 13.90300
H -10.15324 -11.44366 14.70410
H -11.43099 -12.04027 11.14558
H -12.19297 -14.19644 10.31422
H -10.31004 -14.01753 14.86360
N -1.68413 -11.13004 13.11647
C -2.72502 -11.69304 13.15950
C -3.92742 -12.45120 13.29598
C -4.93072 -12.48561 12.32280
C -6.04298 -13.27075 12.52402
C -6.19360 -14.14333 13.64412
C -5.06966 -14.16052 14.56173
C -4.04556 -13.31322 14.41470
C -7.31016 -14.98634 13.76627
C -8.29387 -15.75014 13.74767
H -4.91653 -11.88207 11.44444
H -6.85413 -13.36564 11.76154
H -5.10295 -14.82631 15.42411
H -3.14791 -13.31338 15.07806
*
```

Computed properties:
**LUMO energy (spin up / spin down)**: -11.2 / -11.2 eV
**HOMO energy (spin up / spin down)**: -16.04 / -16.04 eV
**Energy**: -157032.564 eV
**Molecular weight**: 928.52 g/mol

Molecular formula: C2H4BrNO3
Method: DFT, ωB97M-V with the def2-TZVPD basis set

Structure (ORCA input):
```
! RIJCOSX wB97M-V def2-TZVPD def2/J DEFGRID3
* xyz 0 1
C -0.10089 1.42106 -0.73870
C -0.60301 0.68869 0.44122
N 0.77057 -1.46454 0.14152
O 1.41553 -1.48755 -0.85556
O -0.00021 -2.58414 0.34517
O -1.51856 -0.05351 0.55014
Br 0.45197 1.11181 2.06059
H -0.79474 1.29619 -1.56908
H 0.03122 2.47450 -0.50455
H 0.87411 1.01908 -1.01623
H -0.52599 -2.42159 1.14548
*
```

Computed properties:
**ΔE to the lowest compared entry with this formula, charge and spin**: 0.00 kJ/mol
**SMILES**: CC(=O)Br.O=NO
**LUMO energy**: -0.1 eV
**HOMO energy**: -10.36 eV
**Energy**: -79811.182 eV
**Molecular weight**: 169.96 g/mol

Molecular formula: C20H18F3N7O2
Method: DFT, ωB97M-V with the def2-TZVPD basis set

Structure (ORCA input):
```
! RIJCOSX wB97M-V def2-TZVPD def2/J DEFGRID3
* xyz 0 1
O 0.22930 0.29724 4.18382
O 2.72438 -3.03188 2.53295
F -3.73778 1.84985 -8.53628
F -3.72726 4.10940 -8.05823
F -5.50375 2.82969 -8.02983
N -4.70701 1.27447 -1.39029
N -0.95360 -1.23286 0.03472
N -5.11920 2.11963 -5.63636
C 0.39003 -0.58072 3.34911
C 1.74601 -2.24699 2.37995
C -4.15511 0.76081 -0.28556
C -1.77500 -0.30685 0.30576
C -2.76836 0.24692 -0.56647
C -0.41997 -0.55702 2.13054
C -2.55354 0.52538 -1.87162
C -0.12722 -1.53354 1.15565
C -5.02725 1.79618 -4.34361
C -4.03351 2.52416 -6.29781
C -2.80399 2.53960 -5.71334
C -2.67023 2.20701 -4.35422
C -3.79588 1.75543 -3.64559
N -1.57145 0.18776 1.62721
N -3.69488 1.08799 -2.40277
N 0.92610 -2.40895 1.26970
N 1.57661 -1.38926 3.43000
C -4.21058 2.82480 -7.76507
C 1.17483 -4.88989 0.24429
C 1.34088 -3.34230 0.13012
C 2.55634 -1.25731 4.55341
C 3.21930 -2.21421 7.06747
C 2.63534 -3.32960 6.10924
C 2.17480 -1.93134 5.91995
H -4.66853 0.66177 0.64227
H -1.59323 0.44078 -2.44781
H -5.97177 1.41842 -3.87789
H -1.95533 2.86131 -6.29034
H -1.75433 2.19524 -3.83002
H -1.96178 1.07308 1.96195
H 1.96285 -5.32998 0.93212
H 1.20528 -5.34711 -0.69929
H 0.10603 -4.98010 0.58017
H 2.38485 -3.20418 0.05998
H 0.83474 -2.91458 -0.65217
H 2.78696 -0.20844 4.71904
H 3.47232 -1.69347 4.24377
H 4.27040 -1.86026 6.94735
H 2.79413 -2.13783 8.03560
H 2.02378 -4.05855 6.55596
H 3.20748 -3.81962 5.23278
H 1.16820 -1.54824 6.20577
*
```

Computed properties:
**ΔE to the lowest compared entry with this formula, charge and spin**: 231.48 kJ/mol
**SMILES**: CCn1c(=O)n(CC2CC2)c(=O)c2[nH]c(-c3cnn(-c4ccc(C(F)(F)F)nc4)c3)nc21
**LUMO energy**: -0.2 eV
**HOMO energy**: -8.48 eV
**Energy**: -43708.152 eV
**Molecular weight**: 445.40 g/mol

Number 2 is which compound? C5H6MgNaO4

Among the records above, which one has the lowest molecular weight? C2H4BrNO3

Look up the energy of the fourth one. -157032.564 eV

energy of number 4 (C40H30BrN2P2S2W)? -157032.564 eV